No. 1
C66H96N6O33 | ωB97M-V/def2-TZVPD

Structure (ORCA input):
```
! RIJCOSX wB97M-V def2-TZVPD def2/J DEFGRID3
* xyz 0 1
C -7.4031 -1.8862 1.8175
O -6.4113 -1.2125 1.0462
C -6.3539 0.1800 1.2702
C -5.3751 0.8316 0.3258
O -5.9492 1.9997 -0.1229
C -5.1382 2.7067 -1.0774
C -4.8437 1.9401 -2.3673
O -6.0742 1.4694 -2.8936
C -5.9792 1.1569 -4.2427
H -8.3522 -1.4629 1.5239
H -7.2563 -1.7858 2.9092
H -7.2207 -2.9582 1.6358
H -6.0181 0.2804 2.3524
H -7.3235 0.6898 1.1002
H -5.3051 0.1321 -0.4866
H -4.4340 1.0152 0.8861
H -4.2315 3.0196 -0.5956
H -5.7056 3.5830 -1.4202
H -4.1820 1.1464 -2.1862
H -4.3431 2.5126 -3.1403
H -5.2675 0.3949 -4.5269
H -5.7209 2.0775 -4.7741
H -6.9553 0.7955 -4.6623
C 2.0512 -1.1066 -8.3259
O 0.8576 -0.7067 -7.7040
C 1.0232 0.1421 -6.6042
C 1.7691 -0.5700 -5.3890
O 1.4727 -1.9746 -5.3861
C 0.0849 -2.2367 -5.2308
C -0.4634 -1.9994 -3.8879
O -0.5108 -0.6663 -3.4121
C -1.6942 0.0106 -3.7061
H 2.5731 -1.8612 -7.7420
H 2.7556 -0.2773 -8.4442
H 1.7184 -1.5112 -9.2797
H -0.0056 0.3263 -6.2107
H 1.5749 1.0467 -6.8292
H 1.4500 -0.1021 -4.4587
H 2.8723 -0.4944 -5.4969
H -0.1553 -3.2967 -5.4400
H -0.4861 -1.7281 -6.0399
H 0.0535 -2.5166 -3.1209
H -1.4562 -2.4355 -3.7999
H -1.5379 1.0471 -3.3487
H -2.4967 -0.3310 -3.0452
H -2.0649 0.0273 -4.7622
C 1.4518 -5.0826 -1.0701
O 2.3896 -4.0803 -0.6023
C 2.8067 -4.3003 0.7745
C 3.8749 -3.2637 1.0546
O 5.1272 -3.8071 0.6103
C 5.3598 -3.8216 -0.8312
C 6.8622 -3.6836 -0.9786
O 7.3393 -2.4118 -0.6205
C 8.6991 -2.4418 -0.5061
H 1.0509 -4.8420 -2.0531
H 0.5833 -5.2463 -0.3740
H 1.9731 -6.0290 -1.1547
H 3.2447 -5.2890 0.9017
H 1.8608 -4.2068 1.3472
H 4.0491 -2.9967 2.1279
H 3.5531 -2.3709 0.4997
H 4.8649 -2.9784 -1.2837
H 5.1296 -4.8023 -1.3264
H 7.2213 -3.9145 -2.0198
H 7.3333 -4.4763 -0.3537
H 9.1322 -2.6472 -1.4858
H 9.0353 -3.1612 0.2183
H 9.0900 -1.4732 -0.2660
C 3.5075 -0.6103 -1.3920
C 3.0383 -1.3701 -2.4928
C 3.9642 -1.7830 -3.4194
C 5.2814 -1.4265 -3.1525
C 5.7672 -0.7459 -2.0431
C 4.8326 -0.1792 -1.1845
N 6.2974 -1.7826 -4.1430
O 5.8649 -2.4517 -5.0331
O 7.4723 -1.4305 -3.9773
H 2.7885 -0.3063 -0.6172
H 1.9852 -1.5378 -2.6356
H 3.6441 -2.2808 -4.3249
H 6.8171 -0.5862 -1.9566
H 5.0909 0.4136 -0.3399
C 4.1647 0.6419 2.4405
C 5.2955 1.3612 2.1000
C 5.2342 2.3785 1.2440
C 4.0106 2.5740 0.6123
C 2.8761 1.8981 0.8639
C 2.9399 0.8727 1.8434
N 3.8041 3.6033 -0.4304
O 2.8360 4.3689 -0.2967
O 4.6615 3.6757 -1.2997
H 4.2709 -0.1493 3.1537
H 6.1902 1.1392 2.6665
H 6.0955 3.0036 1.0326
H 1.9289 2.1541 0.4195
H 2.1070 0.2708 2.1433
C 1.9353 1.9984 -3.0025
C 0.7787 2.5156 -3.5933
C 0.8880 3.3751 -4.6961
C 2.1318 3.6520 -5.1508
C 3.2699 3.1013 -4.5883
C 3.1934 2.2386 -3.5472
N 2.2347 4.6439 -6.2662
O 1.2610 5.3508 -6.4899
O 3.3351 4.6963 -6.7704
H 1.8280 1.2634 -2.2092
H -0.2142 2.2994 -3.2003
H -0.0172 3.7811 -5.1923
H 4.1941 3.3646 -5.0648
H 4.0258 1.8132 -3.0875
C -0.6725 4.4624 2.1963
C 0.4615 5.2007 1.7882
C 1.6654 5.1097 2.4588
C 1.6550 4.2364 3.4840
C 0.6287 3.4337 3.8601
C -0.5883 3.5154 3.2004
N 2.9486 3.9454 4.1855
O 2.9073 3.1482 5.1077
O 3.9036 4.5670 3.8106
H -1.6439 4.6974 1.7338
H 0.2886 5.8504 0.9441
H 2.5148 5.7709 2.2367
H 0.8928 2.6787 4.5890
H -1.4426 2.9528 3.5389
C 0.5414 -4.9709 6.9274
C 0.6110 -5.0839 5.5466
C 0.9447 -3.9952 4.7651
C 1.0540 -2.7943 5.3951
C 0.9245 -2.6334 6.7554
C 0.6647 -3.7324 7.5203
N 1.2338 -1.5377 4.5489
O 1.5835 -1.7661 3.3802
O 1.0869 -0.4460 5.0252
H 0.2452 -5.8604 7.4371
H 0.4863 -6.0759 5.0901
H 1.0782 -3.9632 3.6981
H 0.9751 -1.6473 7.1929
H 0.4663 -3.5993 8.5940
C -5.0362 -4.4386 3.3708
C -4.2834 -3.6741 2.5234
C -3.0277 -4.1120 2.1462
C -2.5396 -5.2107 2.7580
C -3.2273 -5.9609 3.6974
C -4.4864 -5.5365 4.0094
N -1.1639 -5.6674 2.3754
O -0.7900 -6.7717 2.6697
O -0.5056 -4.7837 1.8324
H -6.0499 -4.1568 3.5795
H -4.7546 -2.8281 2.0334
H -2.3649 -3.6547 1.3988
H -2.7688 -6.8316 4.1643
H -5.1290 -6.0408 4.7233
C -4.6153 2.1562 5.2165
O -3.8880 2.2664 3.9819
C -4.3069 3.0555 2.9869
O -3.5781 3.3269 2.0513
O -5.5627 3.4099 3.1182
C -6.3367 4.0411 2.0287
H -5.0548 3.0887 5.5283
H -3.7829 1.9193 5.8863
H -5.3064 1.3248 5.1036
H -7.0954 4.6540 2.4796
H -6.7073 3.2202 1.4265
H -5.6919 4.6170 1.3995
C -3.2591 6.5996 -0.4285
O -1.8575 6.6935 -0.4507
C -1.2700 6.1737 -1.5379
O -1.8469 5.5295 -2.3250
O -0.0167 6.5522 -1.6111
C 0.9297 6.1869 -2.6838
H -3.6560 7.1112 0.4313
H -3.5244 5.5209 -0.4255
H -3.6762 7.0352 -1.3417
H 1.6944 5.4860 -2.3235
H 1.2927 7.1689 -3.0509
H 0.2973 5.7804 -3.4442
C -1.5757 2.1350 -0.4440
O -1.9002 0.6957 -0.4082
C -0.8332 -0.1045 -0.4795
O 0.2953 0.2841 -0.5576
O -1.2380 -1.3731 -0.4367
C -0.0990 -2.3386 -0.5312
H -2.3251 2.6684 0.1834
H -1.6685 2.3524 -1.5185
H -0.5850 2.2426 -0.0714
H 0.3327 -2.5032 0.4849
H 0.5897 -1.8745 -1.2435
H -0.5362 -3.2425 -0.9083
C -3.2907 -2.7018 6.2974
O -2.2393 -2.4435 5.3096
C -2.4993 -1.4916 4.3947
O -3.5085 -0.8773 4.3819
O -1.4326 -1.3750 3.5622
C -1.6159 -0.2666 2.6163
H -2.8208 -2.6722 7.3108
H -3.5540 -3.7596 6.0926
H -4.2021 -2.1031 6.1822
H -2.3156 -0.5304 1.8217
H -0.6706 0.0519 2.1965
H -1.9610 0.6201 3.2198
*
```

E_tot: -5383.19160 hartree
E_HOMO: -9.1844 eV
orbital gap: 8.38 eV
LUMO: -0.80 eV

=====

No. 2
C67H143BN5O19 | ωB97M-V/def2-TZVPD

Structure (ORCA input):
```
! RIJCOSX wB97M-V def2-TZVPD def2/J DEFGRID3
* xyz -2 2
O -1.1173 -1.5225 2.9598
C -0.4104 -0.9605 2.1377
O 0.8125 -1.2712 1.9134
B 1.4200 -0.3983 0.8434
O 0.3817 0.6872 0.7633
C -0.7266 0.3500 1.4286
O -1.9039 0.8849 1.3792
O 1.7337 -1.0693 -0.4363
C 2.8642 -0.6592 -0.9349
O 3.3373 -0.9500 -2.0130
C 3.4982 0.2219 0.1780
O 2.6945 0.2397 1.2264
O 4.6124 0.7187 0.1401
C 2.2662 -4.6100 2.9921
C 3.5694 -3.8134 2.9018
C 4.1085 -3.7100 1.4582
O 3.2682 -2.6022 3.5252
H 1.9012 -4.7735 4.0061
H 2.3917 -5.4908 2.3623
H 1.5354 -4.0065 2.4538
H 4.3919 -4.3071 3.4192
H 4.6269 -2.7857 1.2031
H 3.2266 -3.6370 0.8218
H 4.7773 -4.5287 1.1927
H 2.3357 -2.5804 3.2982
C 7.3487 -1.0024 -1.5035
C 7.5580 -1.0414 -2.9808
C 6.8300 0.0186 -3.7044
O 8.9496 -0.8215 -3.2288
H 6.6290 -1.7619 -1.1978
H 7.1718 -0.0293 -1.0453
H 8.2690 -1.4105 -1.0857
H 7.1899 -1.9901 -3.3716
H 5.7523 -0.0415 -3.5521
H 7.0741 0.0404 -4.7665
H 7.0988 0.9938 -3.2984
H 9.0767 -0.8063 -4.1802
C 8.9026 4.6101 -0.1745
C 7.4708 4.4132 0.3930
C 6.7143 3.1929 -0.1069
O 7.4756 4.2966 1.7711
H 9.6228 3.8019 -0.0473
H 9.3386 5.5949 -0.0061
H 8.8041 4.6363 -1.2597
H 6.8203 5.2237 0.0644
H 7.1605 2.2461 0.1973
H 6.7785 3.1607 -1.1946
H 5.7048 3.1631 0.3032
H 7.9199 3.4874 2.0345
C -0.5290 1.4203 5.0232
C -1.6210 1.9668 5.8597
C -2.9477 1.3744 5.4235
O -1.4193 1.5300 7.1663
H -0.8962 1.3238 4.0015
H -0.1049 0.4718 5.3527
H 0.3980 1.9917 4.9736
H -1.6330 3.0561 5.8236
H -2.9973 0.2893 5.3333
H -3.2131 1.7223 4.4252
H -3.7329 1.6142 6.1405
H -1.3567 0.5734 7.1151
C -5.1996 -0.4711 1.0794
C -4.2964 -1.5764 0.5273
C -4.9954 -2.3929 -0.5813
O -3.2822 -0.9446 -0.0637
H -5.7183 -0.0992 0.1959
H -4.7671 0.3931 1.5837
H -5.9819 -0.8875 1.7139
H -3.8051 -2.2440 1.2352
H -5.5117 -1.8681 -1.3851
H -5.6209 -3.1284 -0.0755
H -4.3065 -3.0264 -1.1400
H -3.0375 -0.2134 0.5081
C 0.4476 -4.1907 -0.4077
C -0.7013 -5.1816 -0.5169
C -2.0501 -4.4518 -0.7091
O -0.3749 -6.0903 -1.5329
H 0.4010 -3.6860 0.5573
H 0.2743 -3.4024 -1.1403
H 1.4596 -4.5940 -0.4454
H -0.7289 -5.7088 0.4367
H -2.4321 -4.0197 0.2158
H -2.8698 -5.1033 -1.0119
H -2.0035 -3.6836 -1.4810
H -0.5213 -5.6651 -2.3811
C -1.3133 -6.0682 5.4396
C -2.5728 -5.4637 4.7775
C -3.7484 -6.4956 5.0796
C -5.1487 -5.9184 4.9362
C -5.2374 -4.5646 5.5878
C -4.1185 -3.4766 5.3083
N -2.8179 -4.2224 5.4520
O -1.7246 -3.3594 5.3183
C -4.3755 -2.9373 3.8967
C -4.2525 -2.3521 6.3480
C -2.3650 -5.4896 3.2247
H -0.3839 -5.5816 5.1439
H -1.2950 -7.1390 5.2366
H -1.4204 -6.1044 6.5237
H -3.5332 -7.4032 4.5156
H -3.6348 -6.7906 6.1228
H -5.8667 -6.6736 5.2558
H -5.2807 -5.7426 3.8686
H -5.1819 -4.7525 6.6601
H -6.2219 -4.1839 5.3157
H -3.6097 -2.1776 3.7403
H -4.3838 -3.6436 3.0665
H -5.2576 -2.2982 3.8566
H -4.1538 -2.6954 7.3778
H -3.4475 -1.6226 6.2594
H -5.2260 -1.8748 6.2356
H -1.7436 -4.6043 3.0901
H -3.3038 -5.3879 2.6802
H -1.7572 -6.3567 2.9662
H -1.7585 -3.0168 4.4221
C 3.5135 -5.8666 -3.8258
C 4.4977 -4.6948 -3.8461
C 5.8868 -5.1668 -4.4289
C 5.8664 -5.2730 -6.0144
C 5.4145 -3.9879 -6.5442
C 4.0905 -3.3973 -5.9812
N 4.0274 -3.4742 -4.5410
O 2.8713 -2.9479 -3.9653
C 3.9488 -1.9272 -6.4618
C 2.9557 -4.1816 -6.6476
C 4.8428 -4.2124 -2.3718
H 3.8762 -6.7451 -3.2921
H 3.3622 -6.2217 -4.8451
H 2.4849 -5.6475 -3.5394
H 6.6739 -4.4597 -4.1671
H 6.1480 -6.1558 -4.0524
H 5.1951 -6.0413 -6.3981
H 6.8380 -5.4524 -6.4748
H 5.2482 -4.0320 -7.6206
H 6.0974 -3.1454 -6.4349
H 2.9852 -1.4480 -6.2891
H 4.8173 -1.3663 -6.1165
H 4.0739 -1.9335 -7.5446
H 2.0187 -4.0168 -6.1158
H 2.7719 -3.8732 -7.6768
H 3.0531 -5.2627 -6.5481
H 5.6738 -4.7961 -1.9757
H 4.0297 -4.3397 -1.6572
H 5.1743 -3.1770 -2.4499
H 3.2310 -2.3727 -3.2861
C 1.3884 3.9145 -0.9048
C 1.9435 5.0430 -0.0251
C 0.9568 6.2522 -0.1338
C 0.9167 7.3003 0.9892
C 0.7600 6.5444 2.3142
C 1.7733 5.4673 2.5803
N 1.8160 4.5561 1.3962
O 2.5680 3.4471 1.6143
C 3.1283 6.1668 2.9243
C 1.2506 4.7372 3.7498
C 3.4012 5.3532 -0.5286
H 0.3560 3.6713 -0.6535
H 1.8876 2.9466 -0.8598
H 1.4294 4.2555 -1.9393
H 1.1573 6.8615 -1.0150
H -0.0148 5.8458 -0.4147
H 0.1025 8.0238 1.0312
H 1.8165 7.9046 0.8736
H -0.2900 6.2600 2.3826
H 0.9650 7.3233 3.0486
H 3.0827 6.7075 3.8695
H 3.8184 5.3398 3.0919
H 3.4597 6.8295 2.1249
H 1.9601 4.0247 4.1704
H 1.1617 5.4107 4.6022
H 0.2627 4.2975 3.6123
H 3.5136 5.5626 -1.5924
H 4.0406 4.4735 -0.4546
H 3.8112 6.1829 0.0473
H 1.9857 2.7294 1.3544
C -2.9933 6.8768 0.3064
C -3.8810 5.6785 -0.0119
C -3.2951 4.5651 0.8769
C -4.1328 3.2764 0.8532
C -5.5571 3.5888 1.2953
C -6.2652 4.6697 0.4416
N -5.3191 5.8269 0.3594
O -5.9002 6.9036 -0.3335
C -6.5994 3.9514 -0.8698
C -7.5234 5.0579 1.3502
C -3.6812 5.2924 -1.5123
H -3.4194 7.7671 -0.1562
H -1.9562 6.7465 -0.0028
H -2.9652 7.1437 1.3628
H -2.3093 4.3006 0.4943
H -3.2487 4.8867 1.9173
H -3.6469 2.5214 1.4713
H -4.1177 2.8635 -0.1554
H -5.5536 3.9931 2.3076
H -6.1152 2.6532 1.3333
H -6.8879 4.6585 -1.6475
H -5.8106 3.3119 -1.2661
H -7.4657 3.2956 -0.7827
H -8.1240 5.6484 0.6583
H -8.2037 4.2562 1.6376
H -7.3223 5.6986 2.2088
H -4.1869 4.4150 -1.9155
H -2.6394 5.0773 -1.7501
H -4.0289 6.1886 -2.0262
H -6.1077 7.5081 0.3829
C -0.3870 -0.6615 -3.2723
C -1.5458 0.2779 -3.3357
C -1.2399 1.2162 -4.5034
C -2.3196 2.2772 -4.7878
C -3.6360 1.4648 -5.1023
C -4.1097 0.3924 -4.0108
N -2.8245 -0.4003 -3.6160
O -3.0414 -1.4442 -2.7240
C -4.8184 1.0930 -2.8445
C -5.0973 -0.5182 -4.7051
C -1.5384 1.0298 -2.0448
H -0.2088 -1.1441 -4.2333
H -0.4623 -1.3902 -2.4652
H 0.5178 -0.0755 -3.1112
H -0.2919 1.6887 -4.2460
H -1.0405 0.6870 -5.4352
H -2.0788 3.0008 -5.5666
H -2.4038 2.7835 -3.8262
H -3.5146 0.9397 -6.0497
H -4.4629 2.1745 -5.1259
H -4.2270 1.9321 -2.4782
H -5.8395 1.4483 -2.9830
H -4.8514 0.3671 -2.0320
H -5.3666 -1.3746 -4.0869
H -6.0021 0.0424 -4.9398
H -4.7772 -0.9892 -5.6345
H -1.5698 0.4050 -1.1521
H -2.3465 1.7345 -1.8486
H -0.6439 1.5920 -1.7766
H -3.1374 -1.0875 -1.8379
*
```

E_tot: -4366.78057 hartree
E_HOMO (spin up / spin down): 0.1241 / -3.7144 eV
orbital gap (spin up / spin down): 3.34 / 7.18 eV
relative energy (zero: lowest compared OMol25 entry of this formula, charge and spin): 0.00 kcal per mole
LUMO (spin up / spin down): 3.47 / 3.47 eV

=====

Going through the records in order, we get molecular weight values of 1501.5, 1333.7 g mol⁻¹.